(1)
A molecular structure, C8H30CsO15P. Source: the OMol25 dataset; level of theory: ωB97M-V/def2-TZVPD.

```
! wB97M-V def2-TZVPD RIJCOSX def2/J DEFGRID3
* xyz -2 1
Cs -2.87 -0.17 -2.23
P -0.41 0.17 0.29
O 0.76 0.03 -0.69
O -1.28 1.30 -0.33
O 0.11 0.62 1.67
O -1.26 -1.13 0.38
O -0.41 -2.47 2.64
H -0.59 -2.13 1.73
H 0.08 -1.76 3.08
O 1.82 -2.47 -0.86
H 1.52 -1.59 -0.55
H 1.00 -2.91 -1.13
O -0.45 2.99 3.09
H -1.21 3.18 2.53
H -0.04 2.19 2.70
C 1.39 0.95 -3.74
C 2.68 0.20 -3.43
O 3.11 0.39 -2.11
O 0.18 0.33 -3.34
H 1.32 1.04 -4.84
H 1.41 1.95 -3.30
H 3.49 0.54 -4.08
H 2.55 -0.87 -3.68
H 2.40 0.11 -1.49
H 0.24 0.23 -2.34
C -2.15 4.28 -1.42
C -1.95 4.46 0.06
O -2.50 3.33 0.72
O -1.35 3.26 -1.99
H -1.96 5.20 -2.01
H -3.21 4.06 -1.63
H -2.53 5.32 0.42
H -0.90 4.63 0.32
H -2.05 2.49 0.40
H -1.38 2.49 -1.35
C 2.64 -0.16 3.88
C 3.25 -1.03 2.78
O 3.17 -0.39 1.54
O 1.23 -0.16 3.87
H 3.04 0.86 3.75
H 2.92 -0.51 4.89
H 2.77 -2.01 2.85
H 4.31 -1.05 3.06
H 2.25 -0.38 1.22
H 0.88 0.17 2.98
C -3.06 -3.74 -0.42
C -1.60 -4.13 -0.63
O -0.96 -3.09 -1.35
O -3.20 -2.78 0.61
H -3.64 -4.64 -0.18
H -3.56 -3.32 -1.30
H -1.49 -5.04 -1.21
H -1.12 -4.29 0.35
H -1.02 -2.26 -0.82
H -2.38 -2.23 0.60
*
```

The highest occupied orbital energy comes out at -2.88 eV. As for the calculated total energy: -1813.15612 hartree.

(2)
A single C2H4O3S molecule. Source: the OMol25 dataset; level of theory: ωB97M-V/def2-TZVPD.

```
! wB97M-V def2-TZVPD RIJCOSX def2/J DEFGRID3
* xyz 0 1
C 1.71 0.21 0.00
O 0.56 0.86 -0.30
C -0.67 -0.26 -0.65
S -2.01 0.03 0.35
O -2.87 -1.14 0.39
O -2.60 1.34 0.40
H 2.36 0.97 0.16
H 2.17 -0.27 -0.81
H 1.67 -0.58 0.69
H -0.32 -1.15 -0.23
*
```

As for the SMILES: COC=S(=O)=O. The highest occupied orbital energy (alpha / beta) comes out at -10.09 / -10.09 eV. As for the calculated total energy: -702.31892 hartree. For the energy relative to the best compared isomer or geometry (same formula, charge and spin), the calculation gives 4.7516 eV.

(3)
A molecular structure, C38H46N2NaS4Sb3. Source: the OMol25 dataset; level of theory: ωB97M-V/def2-TZVPD.

```
! wB97M-V def2-TZVPD RIJCOSX def2/J DEFGRID3
* xyz -2 1
Na -1.34 -1.14 -3.01
C 0.22 -4.76 -1.45
C -0.31 -4.23 -2.75
C -1.64 -4.39 -3.11
C -2.13 -3.85 -4.29
C -1.29 -3.15 -5.15
C 0.05 -3.00 -4.81
C 0.53 -3.53 -3.62
H -0.59 -4.94 -0.75
H 0.90 -4.05 -0.99
H 0.77 -5.69 -1.60
H -2.31 -4.89 -2.42
H -3.18 -3.93 -4.53
H -1.69 -2.68 -6.03
H 0.70 -2.42 -5.45
H 1.56 -3.36 -3.34
C -1.16 1.81 1.47
C -0.22 0.98 2.33
C 0.57 -0.06 1.52
Sb 2.56 0.65 1.03
C 2.99 -0.64 -0.63
C 3.53 -1.92 -0.51
C 3.89 -2.64 -1.64
C 3.69 -2.10 -2.90
C 3.10 -0.85 -3.03
C 2.77 -0.12 -1.90
C 3.56 -0.57 2.52
C 2.94 -0.86 3.73
C 3.61 -1.55 4.73
C 4.92 -1.96 4.54
C 5.56 -1.67 3.34
C 4.88 -0.98 2.34
Sb -0.25 2.65 -0.31
C -1.62 4.28 -0.63
C -2.95 4.21 -0.26
C -3.80 5.29 -0.46
C -3.32 6.45 -1.04
C -1.99 6.52 -1.43
C -1.15 5.44 -1.22
C 0.87 4.12 1.04
C 2.21 4.41 0.79
C 2.92 5.33 1.55
C 2.30 6.00 2.59
C 0.96 5.74 2.86
C 0.27 4.82 2.09
H -1.60 2.62 2.05
H -1.98 1.19 1.10
H -0.80 0.46 3.11
H 0.46 1.65 2.88
H 0.06 -0.28 0.58
H 0.70 -1.00 2.06
H 3.69 -2.36 0.47
H 4.31 -3.64 -1.53
H 3.96 -2.66 -3.79
H 2.88 -0.43 -4.01
H 2.29 0.84 -2.03
H 1.92 -0.55 3.91
H 3.11 -1.77 5.67
H 5.45 -2.51 5.31
H 6.58 -1.99 3.17
H 5.39 -0.76 1.41
H -3.35 3.28 0.14
H -4.84 5.21 -0.17
H -3.98 7.29 -1.21
H -1.61 7.41 -1.92
H -0.11 5.51 -1.54
H 2.72 3.89 -0.01
H 3.97 5.53 1.32
H 2.85 6.72 3.19
H 0.46 6.26 3.67
H -0.79 4.67 2.30
S -2.78 3.71 -4.40
Sb -2.06 1.61 -3.90
S 0.22 1.16 -4.13
S -2.36 1.08 -1.54
S -3.19 -0.19 -4.88
C -2.31 -3.39 2.67
C -2.94 -2.62 1.51
C -3.03 -1.13 1.86
C -4.32 -3.18 1.20
N -2.06 -2.89 0.34
N -2.37 -2.16 -0.84
H -2.93 -3.31 3.56
H -1.32 -2.98 2.90
H -2.19 -4.44 2.41
H -3.64 -0.99 2.75
H -3.47 -0.55 1.05
H -2.03 -0.73 2.07
H -4.96 -3.11 2.09
H -4.25 -4.23 0.91
H -4.81 -2.63 0.40
H -1.12 -2.62 0.59
H -2.53 -1.16 -0.69
H -3.20 -2.56 -1.26
*
```

The highest occupied orbital energy comes out at -1.60 eV. As for the calculated total energy: -4061.02213 hartree. For the energy relative to the best compared isomer or geometry (same formula, charge and spin), the calculation gives 0.0000 eV.

(4)
A single C13H17N3O4 molecule. Source: the OMol25 dataset; level of theory: ωB97M-V/def2-TZVPD.

```
! wB97M-V def2-TZVPD RIJCOSX def2/J DEFGRID3
* xyz 0 1
N 1.63 2.78 2.93
C 0.79 1.83 3.16
O -0.37 1.87 2.70
C 1.28 0.52 3.81
C 0.20 -0.50 3.41
N 0.47 -1.73 4.26
C 0.35 -0.93 1.90
O 1.07 -1.88 1.64
N -0.31 -0.03 1.08
C -0.17 -0.03 -0.34
C -1.58 -0.37 -1.08
C -1.34 -0.77 -2.52
C -1.27 -2.20 -2.86
C -1.01 -2.63 -4.20
C -0.92 -1.68 -5.18
C -1.03 -0.25 -4.90
C -1.10 0.23 -3.59
C 0.50 1.20 -0.86
O -0.15 2.02 -1.57
O 1.69 1.60 -0.32
H 1.61 3.80 2.52
H 2.75 2.59 3.08
H 1.34 0.61 4.94
H 2.26 0.35 3.28
H -0.81 0.00 3.62
H -0.25 -2.51 3.96
H 1.37 -2.13 3.97
H -0.56 0.86 1.71
H 0.43 -0.96 -0.33
H -2.09 0.51 -1.28
H -2.20 -1.04 -0.47
H -1.33 -3.04 -2.12
H -0.92 -3.65 -4.42
H -0.86 -1.96 -6.33
H -0.66 0.45 -5.82
H -0.98 1.28 -3.22
H 2.13 2.37 -1.02
*
```

As for the SMILES: NC(=O)C[C@H](N)C(=O)N[C@@H](Cc1ccccc1)C(=O)O. The highest occupied orbital energy comes out at -8.47 eV. As for the calculated total energy: -970.71434 hartree. For the energy relative to the best compared isomer or geometry (same formula, charge and spin), the calculation gives 4.7339 eV.